(1)
A gas-phase ion, C4H4N3O5 (charge +1). Source: the OMol25 dataset; level of theory: wB97M-V/def2-TZVPD.

Each line ends with the Löwdin charge.
CARTESIAN COORDINATES (ANGSTROEM)
O (2.56, 0.09, -1.43)  0.23
N (2.13, 0.69, -0.51)  -0.30
O (2.53, 1.63, 0.10)  0.14
C (0.69, 0.50, -0.13)  -0.03
N (0.24, 1.31, 0.74)  0.18
O (-0.99, 1.31, 1.22)  0.09
C (-1.89, 0.57, 0.54)  -0.05
C (-1.59, -0.28, -0.44)  0.03
C (-0.15, -0.59, -0.70)  -0.08
N (0.22, -1.84, 0.17)  -0.35
O (0.91, -1.63, 1.13)  0.13
O (-0.41, -2.82, -0.10)  0.16
H (1.08, 2.00, 1.09)  0.28
H (-2.95, 0.65, 1.03)  0.20
H (-2.49, -0.61, -0.99)  0.16
H (0.11, -1.00, -1.70)  0.19

Calculated values
SMILES   O=[N+]([O-])C1=[NH+]OC=C[C@@H]1[N+](=O)[O-]
Net charge   +1
LUMO level   -6.7819 eV
Maximum force   2.96 eV/Å
Orbital gap   0.30275 hartree
Multiplicity   1

---

(2)
A molecular structure, C31H34N5OPS3V. Source: the OMol25 dataset; level of theory: wB97M-V/def2-TZVPD.

Each line ends with the Löwdin charge.
CARTESIAN COORDINATES (ANGSTROEM)
V (-0.09, 0.73, 0.53)  0.46
C (2.62, 1.34, -0.76)  -0.15
C (2.70, 2.07, 0.57)  -0.14
N (1.35, 2.21, 1.17)  -0.13
C (1.39, 2.21, 2.65)  -0.22
C (1.78, 0.84, 3.22)  -0.37
S (1.16, -0.59, 2.26)  0.96
C (2.64, -1.13, 1.32)  -0.37
C (2.42, -1.08, -0.19)  -0.23
N (1.75, 0.15, -0.67)  -0.14
H (3.62, 1.07, -1.10)  0.14
H (2.20, 2.00, -1.52)  0.11
H (3.18, 3.04, 0.45)  0.14
H (3.32, 1.51, 1.27)  0.10
H (0.95, 3.10, 0.88)  0.14
H (0.40, 2.49, 3.00)  0.11
H (2.10, 2.96, 3.02)  0.14
H (1.37, 0.73, 4.22)  0.09
H (2.86, 0.71, 3.31)  0.09
H (2.85, -2.16, 1.61)  0.09
H (3.48, -0.52, 1.64)  0.08
H (1.81, -1.93, -0.49)  0.08
H (3.39, -1.20, -0.69)  0.14
H (1.42, -0.04, -1.61)  0.12
S (-1.05, -1.48, -0.40)  0.85
C (-1.60, -2.35, 1.07)  -0.78
S (-2.55, -1.56, 2.28)  1.08
C (-0.95, -3.51, 1.35)  -0.32
C (0.10, -3.99, 0.51)  -0.22
N (0.98, -4.36, -0.14)  0.23
C (-1.23, -4.24, 2.55)  -0.19
N (-1.44, -4.82, 3.52)  0.24
C (-1.94, -3.70, -2.68)  -0.04
C (-3.40, -3.33, -2.57)  -0.24
C (-4.35, -4.18, -3.14)  -0.01
C (-5.70, -3.87, -3.14)  -0.02
C (-6.15, -2.69, -2.57)  -0.04
C (-5.24, -1.84, -1.97)  -0.10
C (-3.87, -2.16, -1.95)  -0.33
P (-2.87, -0.84, -1.30)  0.96
C (-3.65, -0.07, 0.13)  -0.30
C (-3.60, 1.26, 0.13)  -0.01
C (-3.65, 2.03, 1.41)  -0.21
C (-4.43, 1.33, 2.47)  0.01
C (-4.60, 0.02, 2.44)  -0.09
C (-4.02, -0.88, 1.37)  -0.64
C (-4.98, -2.04, 1.13)  -0.06
C (-2.22, 0.14, -2.64)  -0.28
C (-2.69, -0.28, -3.90)  -0.07
C (-2.09, 0.17, -5.06)  -0.04
C (-1.00, 1.01, -4.97)  -0.02
C (-0.56, 1.46, -3.74)  -0.03
C (-1.16, 1.08, -2.53)  -0.28
C (-0.71, 1.74, -1.28)  -0.18
H (-1.81, -4.52, -3.37)  0.10
H (-1.53, -4.01, -1.72)  0.06
H (-1.34, -2.86, -3.04)  0.08
H (-4.01, -5.09, -3.61)  0.13
H (-6.40, -4.55, -3.60)  0.13
H (-7.20, -2.43, -2.59)  0.12
H (-5.59, -0.91, -1.53)  0.12
H (-3.37, 1.80, -0.78)  0.12
H (-4.00, 3.05, 1.25)  0.16
H (-4.85, 1.92, 3.27)  0.13
H (-5.16, -0.49, 3.21)  0.13
H (-5.91, -1.68, 0.67)  0.10
H (-5.23, -2.50, 2.08)  0.10
H (-4.56, -2.82, 0.49)  0.08
H (-3.52, -0.96, -3.98)  0.11
H (-2.47, -0.15, -6.02)  0.12
H (-0.50, 1.35, -5.87)  0.12
H (0.26, 2.17, -3.69)  0.12
H (-1.49, 2.43, -0.95)  0.06
H (0.13, 2.39, -1.55)  0.05
O (-2.24, 2.23, 1.88)  -0.08
N (-1.34, 1.40, 1.38)  -0.17

Calculated values
Net charge   +2
LUMO level (alpha / beta)   -6.5673 / -6.5964 eV
⟨S²⟩   0.89
Maximum force   0.20 eV/Å
Orbital gap (alpha / beta)   0.27101 / 0.26927 hartree
Multiplicity   2

---

(3)
A molecular structure, C3H3HoO. Source: the OMol25 dataset; level of theory: wB97M-V/def2-TZVPD.

Each line ends with the Löwdin charge.
CARTESIAN COORDINATES (ANGSTROEM)
C (0.12, -0.02, -0.46)  -0.35
C (-1.21, -0.65, 0.02)  -0.20
C (-0.74, 0.75, 0.19)  -0.13
H (-1.28, -1.32, 0.89)  0.08
H (-1.92, -0.92, -0.78)  0.08
H (-1.10, 1.76, 0.37)  0.11
O (3.61, 0.77, 0.62)  -0.48
Ho (2.52, -0.37, -0.85)  1.89

Calculated values
Net charge   +1
LUMO level (alpha / beta)   -6.6555 / -6.8528 eV
⟨S²⟩   8.76
Maximum force   3.02 eV/Å
Orbital gap (alpha / beta)   0.23028 / 0.22299 hartree
Multiplicity   6

---

(4)
2 unconnected molecules or ions with the total composition C3H9IN3. Source: the OMol25 dataset; level of theory: wB97M-V/def2-TZVPD.

Each line ends with the Löwdin charge.
CARTESIAN COORDINATES (ANGSTROEM)
C (1.81, -1.29, 0.50)  -0.12
C (2.73, -0.88, -0.42)  -0.05
C (-1.84, 0.35, 0.27)  -0.12
N (-0.73, 0.52, -0.39)  -0.10
N (-1.95, 0.29, 1.59)  0.22
N (-0.74, 0.86, -1.71)  -0.55
I (-0.23, 2.79, -2.15)  0.86
H (0.99, -1.96, 0.23)  0.05
H (1.77, -0.66, 1.43)  0.06
H (3.48, -0.27, 0.04)  0.05
H (2.81, -1.61, -1.22)  0.06
H (-2.69, 0.31, -0.41)  0.17
H (0.14, 0.73, 0.18)  0.16
H (-2.80, 0.03, 1.98)  0.11
H (-1.25, 0.40, 2.27)  0.12
H (-1.50, 0.37, -2.19)  0.08

Calculated values
Net charge   +1
LUMO level   -4.3956 eV
Maximum force   3.66 eV/Å
Orbital gap   0.31317 hartree
Multiplicity   1

---

no.,E_tot (eV)
1,-18903.0939
2,-109662.2699
3,-30991.4864
4,-15818.0327